107
Properties=species:S:1:pos:R:3:forces:R:3 method="wB97M-V/def2-TZVPD" e_lumo_ev=-0.95 total_energy_ha=-8412.20868 total_charge=0 homo_energy_ev=-7.2 orbital_gap_ev=6.2
Ta -0.27695 1.31568 -0.82084 -0.028 0.080 -0.473
O -1.84945 2.54446 -1.39762 0.333 -0.275 0.044
N -3.05748 2.52773 -0.83663 -0.071 -0.045 0.084
C -3.84608 3.59942 -1.06567 -0.015 0.077 0.007
C -5.09063 3.66432 -0.51131 0.014 -0.023 -0.012
C -5.52054 2.60803 0.30182 0.028 0.018 0.007
C -4.71195 1.51718 0.48788 -0.020 -0.011 -0.009
C -3.44338 1.45454 -0.11042 0.027 -0.040 -0.117
S -2.39616 0.10582 0.00074 0.295 -0.186 -0.017
H -3.40421 4.35376 -1.69821 0.034 -0.006 0.017
H -5.71275 4.52346 -0.70889 0.005 0.019 0.037
H -6.48489 2.65638 0.78814 -0.028 -0.034 -0.038
H -5.01391 0.67915 1.09859 -0.020 0.002 -0.005
C -0.24879 -1.97835 4.26255 -0.024 -0.027 0.003
C -0.81841 -3.25337 3.63937 0.194 -0.012 -0.121
C -0.45246 -4.45872 4.49830 -0.044 0.039 0.004
C -2.33691 -3.11329 3.58037 0.023 0.019 0.003
Sb -0.02952 -3.26568 1.55882 -0.200 -0.415 0.036
C -1.30623 -4.84177 0.63073 0.136 0.087 0.092
C -1.60295 -6.09088 1.45465 -0.033 0.042 -0.043
C -2.62348 -4.15146 0.27475 0.021 -0.002 -0.053
C -0.60516 -5.24193 -0.66757 -0.017 0.034 0.016
C 1.92737 -4.31198 1.77476 -0.186 0.084 -0.021
C 1.83549 -5.79239 2.12745 0.043 0.035 0.030
C 2.65810 -4.17143 0.43659 -0.032 0.019 0.006
C 2.72641 -3.56963 2.84667 -0.009 0.029 -0.054
H -0.57494 -1.89272 5.30679 -0.009 0.003 0.001
H -0.61143 -1.10029 3.72486 0.017 0.028 0.002
H 0.84242 -1.95690 4.24629 0.006 0.024 0.019
H -0.92952 -4.36278 5.48246 -0.003 0.007 0.002
H 0.62066 -4.52947 4.66679 0.017 -0.022 0.010
H -0.79108 -5.39693 4.05919 -0.008 -0.017 0.003
H -2.71648 -2.86344 4.57905 -0.002 0.001 0.001
H -2.82316 -4.03719 3.26946 -0.016 -0.005 -0.004
H -2.64430 -2.31496 2.89942 -0.025 0.015 0.002
H -2.19459 -5.86098 2.34088 0.000 -0.012 0.017
H -0.70009 -6.60642 1.77452 0.018 -0.023 0.011
H -2.18764 -6.79624 0.84941 -0.013 0.006 0.002
H -3.23196 -3.95105 1.15564 -0.015 0.019 -0.001
H -3.20930 -4.79211 -0.39605 -0.010 -0.004 0.004
H -2.45438 -3.19951 -0.23370 -0.024 0.022 -0.083
H 0.29099 -5.83347 -0.48130 0.009 -0.015 -0.013
H -0.31479 -4.36677 -1.25721 -0.010 -0.005 -0.032
H -1.27938 -5.84777 -1.28535 -0.007 0.001 -0.001
H 1.38418 -6.37307 1.32350 -0.015 -0.022 -0.002
H 1.27513 -5.97509 3.04331 -0.008 -0.021 0.007
H 2.84935 -6.18518 2.27664 0.005 0.001 0.000
H 2.12347 -4.66666 -0.37587 0.015 -0.018 -0.009
H 3.64486 -4.64391 0.51661 0.002 -0.004 0.000
H 2.80685 -3.12717 0.16893 0.006 0.032 0.000
H 2.32042 -3.72594 3.84596 0.001 -0.005 0.021
H 2.76192 -2.49794 2.64672 0.031 0.008 0.003
H 3.75820 -3.94164 2.85115 0.002 -0.012 0.000
N 2.21039 -0.89537 0.76786 0.097 0.159 -0.102
C 2.09161 0.19289 0.40465 0.047 -0.014 0.136
Br 3.15449 3.45919 -4.15184 0.013 -0.078 0.000
C 3.23498 1.74456 -3.07139 0.040 0.027 -0.102
C 4.35045 0.99485 -3.74324 -0.045 -0.063 -0.009
C 4.45461 -0.32991 -3.85554 0.027 -0.014 0.127
C 3.59019 -1.35969 -3.32507 0.000 -0.029 -0.106
C 2.39044 -1.24384 -2.72861 -0.133 -0.099 0.038
N 1.59031 -0.14926 -2.52473 0.229 0.102 -0.066
H 5.14093 1.61237 -4.14689 0.004 0.002 0.004
H 5.34656 -0.69669 -4.35143 0.003 0.012 -0.018
H 3.97149 -2.37035 -3.37934 0.004 -0.003 0.024
H 1.95240 -2.15248 -2.33186 0.000 0.004 0.010
O -0.10019 1.66246 1.12580 -0.141 0.008 -0.092
C 1.17039 2.29755 1.17116 0.458 0.289 -0.179
C 1.87130 1.55870 -0.02013 -0.403 0.023 -0.112
C 3.13932 2.16627 -0.51913 -0.020 -0.135 -0.033
C 3.69060 2.19887 -1.72351 -0.028 0.153 -0.027
C 1.83052 1.10091 -3.25861 0.005 0.071 0.109
S 0.48235 2.28996 -2.89836 0.102 0.015 0.217
C 1.82603 2.10000 2.51271 -0.200 -0.018 0.130
C 1.35392 1.30555 3.50867 -0.010 -0.016 0.031
C 2.20444 1.27755 4.64898 0.004 -0.038 -0.031
C 3.30420 2.05826 4.49364 0.007 0.052 -0.032
S 3.31542 2.83626 2.96699 -0.049 -0.010 0.005
C 0.98707 3.77544 0.84401 -0.185 -0.135 0.003
C 1.88253 4.77506 0.60713 0.006 0.047 -0.060
C 1.25964 6.01647 0.30412 0.065 -0.036 0.013
C -0.09763 5.93925 0.32573 -0.020 -0.070 0.019
S -0.62833 4.36652 0.72405 0.084 0.194 0.179
H 3.76153 2.57852 0.27262 0.041 -0.065 0.006
H 4.68099 2.63931 -1.78050 -0.015 0.033 0.016
H 1.77146 0.91070 -4.33272 -0.054 0.040 0.004
H 0.42022 0.77488 3.42241 0.000 -0.056 -0.031
H 2.00715 0.68894 5.53284 -0.017 0.038 0.035
H 4.10375 2.24313 5.19175 0.023 -0.052 0.004
H 2.95373 4.65072 0.63548 0.003 -0.019 -0.011
H 1.80786 6.91799 0.07412 -0.009 0.015 -0.002
H -0.81407 6.72020 0.13051 0.013 0.028 0.011
C -2.53030 0.60241 -3.77718 0.013 -0.027 0.014
Ge -1.04158 -0.66989 -3.62798 -0.194 -0.128 -0.030
C -1.91498 -2.43060 -3.63389 0.134 -0.008 0.152
C -0.00173 -0.64650 -5.29281 0.064 0.060 0.084
C 0.21371 -0.42593 -2.05605 -0.301 0.244 0.152
H -3.05017 0.39022 -4.71371 -0.001 -0.029 -0.003
H -2.19030 1.63434 -3.78906 -0.005 0.011 -0.015
H -3.23664 0.45817 -2.95793 -0.013 0.006 -0.005
H -2.35872 -2.56021 -4.62272 -0.029 -0.013 0.010
H -2.70599 -2.51028 -2.89060 -0.028 0.002 0.085
H -1.20413 -3.24118 -3.47355 0.013 -0.032 0.009
H -0.55569 -1.22655 -6.03194 -0.022 0.014 -0.010
H 0.97270 -1.11754 -5.15656 0.007 0.006 -0.017
H 0.14076 0.36071 -5.68355 -0.006 0.010 0.009
H 0.23080 -1.36651 -1.49829 0.027 0.036 0.078



113
Properties=species:S:1:pos:R:3:forces:R:3 method="wB97M-V/def2-TZVPD" e_lumo_ev="-0.18 / -0.61" multiplicity=4 total_energy_ha=-5524.63315 s2=3.79 total_charge=0 homo_energy_ev="-6.5 / -6.8" orbital_gap_ev="6.3 / 6.2"
V 2.45595 -1.40580 2.44666 -0.137 3.896 -0.197
C -0.31006 -0.78101 -2.53927 0.788 0.770 0.692
C 0.18633 -2.05807 -2.49132 0.904 -0.776 1.139
C 0.98507 -2.44574 -1.39771 0.825 1.010 0.408
C 1.37820 -1.47072 -0.40106 -0.893 -1.633 -1.613
C 0.75601 -0.23246 -0.39927 0.443 0.579 0.154
C 0.02536 0.10729 -1.51762 -1.007 -0.116 -0.238
N 2.33510 -1.83675 0.53794 0.235 -1.366 -0.788
N 3.21693 -2.74318 0.09126 -0.826 0.280 0.237
C 3.84880 -3.36128 1.13994 -0.672 1.215 0.553
C 4.81849 -4.31787 0.84420 0.577 -0.760 -0.993
C 5.43839 -4.95557 1.86618 -0.090 -0.409 2.109
C 4.99204 -4.68927 3.21111 1.263 -1.487 0.140
C 4.07927 -3.72087 3.51191 0.170 1.254 0.112
C 3.50663 -2.93706 2.48400 1.664 -3.404 -0.696
H -0.88151 -0.40635 -3.35889 -0.308 -0.022 -0.496
H 0.03245 -2.72615 -3.31047 -0.331 -0.527 -0.226
H 1.45808 -3.43629 -1.26948 -0.518 0.623 -0.475
H 0.88342 0.50172 0.40990 0.256 -0.345 -0.340
H -0.36021 1.09795 -1.61604 -0.227 0.623 0.215
H 5.05707 -4.64189 -0.18450 -0.260 0.672 0.475
H 6.25469 -5.67742 1.72912 -0.572 0.252 -0.105
H 5.39138 -5.31832 4.03845 -0.071 0.622 -0.710
H 3.95544 -3.39703 4.56686 -0.084 -0.553 -0.610
Cl -4.05219 -0.59305 5.00410 -0.652 -0.231 0.362
C -2.51611 -0.09317 4.43171 0.601 0.649 -0.441
C -2.14781 1.25434 4.54256 -0.318 -0.779 0.826
C -1.02988 1.71926 3.87882 1.420 -0.478 -0.042
I -0.42514 3.71931 3.99604 -0.167 -0.156 -0.018
C -0.07530 0.83990 3.23993 0.330 1.332 -0.856
O 0.96947 1.25410 2.61741 -0.793 -1.157 0.933
C -0.43252 -0.56144 3.27643 0.287 -0.887 -0.404
N 0.49742 -1.46272 2.79568 -2.676 -2.508 1.137
C 0.11524 -2.78994 2.68590 1.168 1.463 -0.097
C -1.24197 -3.15780 2.66685 -0.260 0.514 1.079
C -2.16740 -2.24966 3.17895 1.292 -0.610 -0.204
C -1.71280 -1.02182 3.73297 -0.249 0.954 -0.917
H -2.69342 1.89275 5.26289 0.101 -0.271 -0.920
H 1.00438 -3.48384 2.62974 -1.372 0.510 -0.466
H -1.60422 -4.15647 2.42347 0.454 0.251 -0.214
H -3.20712 -2.52080 3.10763 -0.243 0.180 0.464
N 4.55195 -0.11121 -0.21082 2.703 2.782 -0.715
C 4.57535 0.55338 0.97892 -1.262 -2.232 -0.216
N 3.95176 0.03855 2.05875 0.733 1.814 -0.732
C 3.97589 1.00274 3.05392 0.903 0.773 0.860
C 4.66784 2.14029 2.73868 -0.783 -0.189 1.186
S 5.29486 2.11224 1.13773 -0.585 -0.611 0.373
C 3.33759 0.63627 4.35234 -1.863 -0.544 -0.020
C 2.78618 1.41941 5.34407 1.696 -0.886 -0.332
S 1.98589 0.38978 6.52149 0.288 0.143 -0.432
C 2.25008 -1.01429 5.52952 0.425 1.168 -2.147
N 2.90749 -0.73438 4.39551 -0.007 1.138 1.861
N 1.64533 -2.21388 5.72972 0.114 -0.133 0.949
H 4.30465 -1.06832 -0.24189 -0.306 -1.107 0.008
H 5.34266 0.20322 -0.83713 -1.601 -0.872 0.749
H 4.76292 3.00830 3.37299 0.158 -0.061 -0.083
H 3.06790 2.45959 5.55357 -0.610 -0.577 -0.073
H 1.09761 -2.22965 6.60980 0.700 -0.794 -1.117
H 2.10630 -3.05541 5.31445 -0.846 1.087 0.800
C 3.31139 5.14651 -2.39291 0.680 0.688 0.878
Si 2.03858 6.25277 -3.21094 -0.416 -0.808 0.345
C 2.90445 7.74187 -3.95557 -0.715 1.279 -0.677
C 1.00209 5.24778 -4.47267 0.795 -0.371 -1.169
C 0.89975 6.85911 -1.79784 0.975 -0.054 -0.320
Te 0.29808 5.44197 -0.25526 -0.318 0.557 -0.777
C -1.76980 6.13183 -0.37457 -0.015 -1.920 -0.709
Si -3.08528 4.76624 -0.82335 0.271 0.908 1.977
C -3.61495 3.87805 0.77709 0.608 -0.870 -0.639
C -4.55258 5.69351 -1.50655 -1.140 0.519 0.860
C -2.46086 3.58237 -2.05780 -0.243 -0.600 -0.763
H 4.09556 4.81772 -3.07046 0.204 0.094 -0.108
H 2.84294 4.23914 -2.02190 -0.158 -0.088 0.236
H 3.80048 5.69591 -1.51249 -0.624 -0.770 -1.165
H 3.62241 7.59498 -4.80636 -0.844 -0.071 0.701
H 3.47527 8.20818 -3.13927 -0.090 -0.018 -0.161
H 2.10020 8.51645 -4.26156 1.321 -1.124 0.291
H -0.06932 5.41900 -4.43763 -0.170 0.312 0.122
H 1.10557 4.14636 -4.38447 0.143 0.550 0.321
H 1.32466 5.44152 -5.54361 -0.301 0.042 1.160
H -0.00406 7.18358 -2.29744 -0.350 0.235 0.177
H 1.39024 7.71383 -1.30293 -0.380 -0.222 -0.142
H -1.83769 6.90113 -1.12174 0.284 0.414 -0.375
H -1.93460 6.56871 0.57043 -0.527 0.547 1.108
H -4.50275 4.34316 1.17876 -0.293 0.107 0.218
H -2.81430 3.94313 1.52420 -0.157 -0.120 -0.019
H -3.82418 2.78658 0.58762 0.145 1.049 0.222
H -5.54483 5.42091 -0.98778 1.476 0.367 -0.985
H -4.57566 5.47221 -2.56743 -0.472 0.075 -0.273
H -4.39380 6.79284 -1.39270 -0.243 -0.744 -0.063
H -1.38090 3.47467 -2.06389 0.113 0.001 -0.114
H -2.84041 3.89421 -3.03476 0.379 0.010 -0.154
H -2.91583 2.60418 -1.88660 0.109 -0.081 0.093
C -5.89468 -6.11170 -2.98844 1.816 0.524 -1.030
N -4.98918 -4.91026 -3.12128 1.192 -0.771 0.370
C -5.58696 -3.63991 -3.44396 -2.986 -0.981 -0.077
C -3.64914 -4.99120 -3.52163 -0.618 -0.064 0.536
N -3.08303 -4.12478 -4.28673 0.774 -0.647 0.313
N -2.91314 -6.03244 -2.93706 0.090 0.243 -0.280
C -3.18375 -6.60695 -1.61872 -1.558 0.707 -0.558
C -1.49881 -5.95796 -3.23970 0.415 0.510 -1.250
H -6.70383 -6.04621 -3.72302 -0.070 0.092 0.272
H -6.22600 -6.16256 -1.97401 -0.677 -0.042 0.566
H -5.34502 -7.06446 -3.19908 -0.264 1.054 0.022
H -6.50771 -3.62964 -2.80324 0.627 0.526 -0.433
H -6.00129 -3.75681 -4.47806 0.397 0.915 0.338
H -5.01788 -2.70759 -3.27934 0.018 -0.917 -0.061
H -3.67303 -3.44841 -4.75029 -0.322 -0.339 0.198
H -3.46782 -5.83913 -0.89894 -0.003 0.119 0.153
H -2.28293 -7.06231 -1.29961 0.723 -0.528 0.436
H -3.99356 -7.36047 -1.62342 0.453 0.280 -0.069
H -1.46845 -5.77698 -4.35179 0.583 -0.445 1.170
H -1.00662 -6.89072 -2.91363 -0.155 0.434 -0.421
H -0.99330 -5.07336 -2.77025 -0.392 -0.640 -0.183